ORCA calculation (the ωB97M-V functional and the def2-TZVPD basis) on a single C5H6O molecule.

Element x y z (Å)
1 C -0.2775 1.5698 0.4323
2 C -0.0140 0.0919 0.6947
3 C -0.8661 -0.8070 -0.2663
4 O -1.2588 -0.4353 -1.3429
5 C 1.1643 -0.5678 0.1145
6 C 1.5416 -1.4570 -0.6167
7 H 0.5807 2.2236 0.6059
8 H -0.5949 1.6599 -0.6088
9 H -1.0998 1.9091 1.0719
10 H -0.1205 -0.1778 1.7553
11 H -0.9851 -1.8398 0.1067
12 H 1.8899 -2.1942 -1.2991

E_HOMO in Eh: -0.35332
Kohn-Sham gap in Eh: 0.3840
Energy relative to the best compared isomer or geometry (same formula, charge and spin) in kcal per mole: 61.2
SMILES: C#C[C@@H](C)C=O
Energy in Ha: -269.24873
E_LUMO in Eh: 0.031
Spin multiplicity: 1